# 1
C24H51KN4OP as an isolated structure in a non-equilibrium geometry. Source: the Open Molecules 2025 dataset; level of theory: the ωB97M-V functional and the def2-TZVPD basis.

```
82
Properties=species:S:1:pos:R:3:forces:R:3
K 0.614 2.170 0.666 -0.22 0.80 0.71
N -1.455 2.291 -1.263 0.23 -0.07 -0.05
C -1.112 3.320 -2.262 -0.16 -0.08 0.04
C 0.350 3.740 -2.211 0.08 -0.01 0.08
N 0.820 4.270 -0.925 0.05 0.22 -0.17
C 0.027 5.427 -0.472 0.21 0.03 -0.09
C -1.093 5.107 0.514 0.09 -0.10 0.05
N -0.561 4.533 1.762 -0.03 0.12 -0.04
C 2.268 4.553 -0.988 -0.15 0.02 0.04
C 3.176 3.330 -0.844 0.02 -0.08 0.03
N 3.248 2.857 0.552 0.03 0.23 -0.22
H -0.905 1.450 -1.420 -0.04 0.03 -0.20
H -2.422 2.002 -1.362 -0.03 0.11 -0.03
H -1.759 4.181 -2.085 0.02 0.01 0.00
H -1.316 2.992 -3.287 0.04 0.01 0.00
H 0.521 4.477 -3.013 -0.08 0.02 -0.01
H 0.965 2.872 -2.474 0.01 -0.01 0.06
H -0.395 5.973 -1.326 -0.03 -0.03 -0.01
H 0.709 6.135 0.008 -0.02 -0.02 0.06
H -1.777 4.375 0.088 0.01 0.00 0.00
H -1.659 6.030 0.680 0.01 0.02 -0.01
H -1.325 4.339 2.401 -0.02 0.00 -0.03
H 0.018 5.219 2.236 0.02 -0.01 -0.02
H 2.507 5.243 -0.177 0.02 -0.04 0.03
H 2.524 5.081 -1.918 -0.01 -0.05 -0.06
H 4.159 3.587 -1.253 -0.01 0.06 0.03
H 2.815 2.502 -1.459 -0.06 0.01 0.02
H 3.743 3.537 1.118 0.00 -0.01 0.00
H 3.778 1.995 0.606 0.01 -0.01 -0.03
O 1.126 -0.079 0.319 -0.23 -1.53 -0.34
P 0.331 -1.378 0.287 0.54 0.76 0.22
C -0.725 -1.403 -1.189 -0.18 -0.03 -0.42
C -1.432 -2.731 -1.528 0.07 -0.05 0.11
C -2.072 -2.641 -2.909 -0.11 0.05 -0.02
C -1.011 -2.502 -4.015 -0.06 -0.02 -0.08
C 0.314 -1.990 -3.459 0.20 0.01 0.02
C 0.091 -0.893 -2.424 -0.11 0.10 0.10
C 1.447 -2.805 0.156 0.19 -0.30 0.08
C 2.843 -2.479 0.722 -0.03 -0.06 -0.16
C 2.912 -2.595 2.238 0.00 0.13 0.12
C 2.497 -3.987 2.696 0.13 -0.14 -0.02
C 1.102 -4.344 2.198 -0.17 0.02 0.09
C 0.973 -4.177 0.686 0.08 -0.02 -0.11
C -0.690 -1.414 1.784 -0.34 0.03 0.39
C -1.190 0.018 2.133 -0.04 -0.16 -0.09
C -2.313 -0.074 3.161 0.09 0.07 0.13
C -3.555 -0.742 2.560 -0.12 -0.01 0.05
C -3.179 -1.769 1.488 -0.02 -0.08 -0.11
C -1.853 -2.438 1.840 0.08 -0.03 0.02
H -1.512 -0.670 -0.972 0.03 0.00 0.03
H -2.187 -2.966 -0.780 -0.03 0.04 -0.01
H -0.718 -3.559 -1.511 0.00 0.02 -0.04
H -2.751 -1.782 -2.919 0.05 0.03 0.01
H -2.703 -3.512 -3.086 0.04 -0.03 0.00
H -1.367 -1.815 -4.786 -0.02 0.00 0.02
H -0.859 -3.460 -4.515 0.04 -0.01 0.03
H 0.947 -1.615 -4.266 -0.04 0.03 0.00
H 0.882 -2.806 -3.003 -0.04 -0.03 -0.02
H -0.464 -0.078 -2.902 -0.05 -0.04 -0.04
H 1.036 -0.450 -2.105 0.04 -0.07 0.03
H 1.560 -2.897 -0.931 -0.02 0.03 -0.01
H 3.159 -1.493 0.385 -0.02 0.03 0.03
H 3.535 -3.206 0.283 0.02 0.01 0.03
H 2.272 -1.838 2.708 -0.03 -0.02 -0.06
H 3.926 -2.368 2.574 0.02 -0.05 -0.01
H 2.548 -4.075 3.782 -0.03 0.04 0.02
H 3.215 -4.714 2.298 -0.01 0.01 -0.01
H 0.363 -3.729 2.720 0.04 0.01 -0.05
H 0.854 -5.374 2.460 0.05 -0.02 -0.01
H -0.039 -4.418 0.358 -0.05 0.07 0.03
H 1.612 -4.925 0.205 0.03 0.02 0.03
H 0.017 -1.669 2.579 0.05 -0.01 -0.10
H -1.568 0.560 1.254 0.06 -0.15 -0.02
H -0.344 0.584 2.525 -0.09 -0.02 0.06
H -2.565 0.915 3.550 0.01 0.02 -0.04
H -1.952 -0.645 4.022 0.00 -0.03 -0.02
H -4.221 0.013 2.137 0.02 0.00 -0.03
H -4.121 -1.237 3.352 0.01 0.02 0.01
H -3.092 -1.286 0.511 0.02 0.05 0.00
H -3.973 -2.509 1.376 0.03 -0.03 0.05
H -1.658 -3.304 1.210 0.00 0.05 -0.06
H -1.915 -2.842 2.853 -0.04 0.06 0.02
```
Positions in Å, forces in eV/Å.

Properties
* energy relative to the best compared isomer or geometry (same formula, charge and spin): 0.0000 eV
* net charge: +1


# 2
C25H18BeClFN3O4 as an isolated structure. Source: the Open Molecules 2025 dataset; level of theory: the ωB97M-V functional and the def2-TZVPD basis.

```
53
Properties=species:S:1:pos:R:3:forces:R:3
Be -0.184 -0.665 -1.646 0.19 0.11 0.15
C -4.192 -1.544 -1.321 0.11 0.04 -0.02
C -2.807 -1.765 -1.423 -0.12 0.12 0.00
N -1.957 -0.763 -1.519 -0.04 -0.14 0.03
C -2.422 0.520 -1.525 0.09 -0.06 0.00
C -3.778 0.834 -1.371 -0.12 -0.02 0.01
C -4.667 -0.261 -1.288 -0.03 0.05 -0.01
C -4.148 2.199 -1.264 0.04 -0.07 0.00
C -3.157 3.146 -1.265 0.00 0.06 0.00
C -1.791 2.841 -1.420 0.03 -0.02 -0.03
C -1.389 1.525 -1.611 -0.14 -0.01 0.02
N -0.176 0.981 -1.800 0.07 0.01 -0.02
C 1.030 1.477 -1.268 -0.13 0.03 -0.15
C 1.605 2.723 -1.491 0.03 -0.03 0.11
C 2.854 2.959 -0.902 -0.02 0.02 -0.02
C 3.521 1.994 -0.180 0.04 -0.02 0.01
C 2.977 0.695 0.025 -0.05 0.13 0.06
C 3.633 -0.390 0.630 -0.06 -0.08 -0.02
C 3.015 -1.653 0.483 0.12 0.00 0.09
C 1.758 -1.845 0.022 -0.05 0.00 -0.05
N 0.878 -0.693 -0.199 -0.09 0.08 -0.02
C 1.668 0.528 -0.477 0.13 -0.12 -0.03
H -4.856 -2.394 -1.255 -0.01 0.00 0.00
H -2.389 -2.762 -1.428 -0.03 0.06 0.02
H -5.730 -0.072 -1.187 0.00 0.01 0.00
H -5.190 2.468 -1.153 -0.02 0.01 0.00
H -3.432 4.189 -1.147 0.01 -0.01 0.00
H -1.051 3.628 -1.404 -0.03 0.01 0.00
H 1.120 3.458 -2.116 0.01 0.02 -0.02
H 3.328 3.925 -1.044 0.00 0.00 0.00
H 4.508 2.205 0.217 0.02 0.01 0.01
H 4.654 -0.297 0.972 0.01 -0.01 0.01
H 3.589 -2.549 0.698 0.01 -0.01 0.01
H 1.311 -2.807 -0.165 0.01 -0.07 -0.10
F 2.132 -0.567 6.164 0.00 0.00 -0.02
C 1.623 -0.552 4.904 0.01 -0.01 0.02
C 0.824 -1.598 4.500 0.03 0.04 -0.01
C 0.310 -1.562 3.210 0.07 -0.08 -0.03
C 0.589 -0.514 2.342 -0.02 0.07 0.00
C -0.038 -0.498 0.970 0.00 -0.02 0.14
C 1.397 0.528 2.796 -0.07 -0.01 0.06
C 1.919 0.513 4.079 0.00 0.01 0.01
H 0.618 -2.417 5.176 -0.01 -0.01 0.01
H -0.310 -2.381 2.866 -0.01 0.00 -0.01
H -0.570 0.445 0.818 0.00 0.04 -0.07
H -0.769 -1.309 0.924 -0.02 0.01 0.02
H 1.619 1.360 2.143 0.00 0.02 -0.04
H 2.555 1.311 4.438 0.01 0.00 0.01
O 1.058 -3.668 -3.711 0.07 -0.05 0.01
Cl -0.016 -2.966 -3.112 -0.08 0.42 -0.07
O -0.405 -3.532 -1.848 0.18 -0.02 -0.02
O -1.147 -2.871 -3.982 0.07 -0.02 0.03
O 0.473 -1.558 -2.850 -0.22 -0.47 -0.07
```
Positions in Å, forces in eV/Å.

Properties
* net charge: -1


# 3
A 2-piece molecular cluster, C4H8NO3 overall in a non-equilibrium geometry. Source: the Open Molecules 2025 dataset; level of theory: the ωB97M-V functional and the def2-TZVPD basis.

```
16
Properties=species:S:1:pos:R:3:forces:R:3
C 2.008 1.130 2.049 1.46 -1.48 0.00
C 0.466 1.050 2.182 -1.79 -1.98 -1.49
O -0.344 1.503 1.289 1.94 0.63 0.60
O 0.091 0.241 3.055 0.24 0.50 0.79
H 2.445 2.101 2.374 -0.19 -0.45 -0.88
H 2.391 0.670 1.050 -0.77 1.65 1.19
H 2.456 0.352 2.751 -0.81 1.09 -0.44
C -0.356 -1.418 -2.075 4.36 -2.41 0.77
C -1.655 -0.934 -1.767 -2.80 1.43 2.84
O -2.660 -1.465 -2.166 -1.52 -0.72 -1.13
N -1.718 0.168 -0.928 4.26 -1.34 -0.85
H -2.515 0.729 -0.876 -1.15 0.63 0.23
H -0.778 0.527 -0.579 -2.18 -0.09 0.03
H 0.359 -1.375 -1.214 -0.49 1.19 -0.55
H -0.089 -0.757 -2.882 1.07 -0.11 -0.48
H -0.101 -2.522 -2.262 -1.63 1.46 -0.63
```
Positions in Å, forces in eV/Å.

Properties
* energy relative to the best compared isomer or geometry (same formula, charge and spin): 1.7458 eV
* net charge: -1


# 4
A 2-piece molecular cluster, C5H14N2O2 overall in a non-equilibrium geometry. Source: the Open Molecules 2025 dataset; level of theory: the ωB97M-V functional and the def2-TZVPD basis.

```
23
Properties=species:S:1:pos:R:3:forces:R:3
C -0.462 -0.778 1.815 0.92 0.56 1.01
C 0.236 0.491 2.380 -0.71 0.86 -1.66
N 0.559 1.572 1.390 0.54 -0.23 -0.32
C -0.192 1.568 0.144 -0.52 -0.27 1.29
C 0.405 0.652 -0.904 -0.12 0.52 -0.80
O 1.605 0.448 -0.892 0.33 -0.20 0.13
N -0.346 0.272 -2.001 0.00 -1.00 1.21
C -1.699 -0.294 -1.807 -0.44 1.34 -0.07
H -1.530 -0.631 1.922 -0.24 -0.27 -0.50
H -0.173 -1.604 2.466 -0.16 -0.18 -0.14
H -0.127 -1.002 0.805 -0.24 -0.14 -0.03
H -0.475 0.986 3.038 0.27 -0.33 0.70
H 1.187 0.269 2.836 -0.01 -0.15 0.55
H 1.530 1.465 1.129 0.15 0.10 0.03
H -0.212 2.558 -0.319 0.09 0.07 0.06
H -1.213 1.352 0.465 -0.19 -0.13 -0.72
H 0.258 -0.327 -2.539 0.02 -0.16 -0.49
H -2.388 0.447 -2.213 -0.34 -0.33 -0.24
H -1.844 -1.252 -2.293 0.25 -0.01 -0.18
H -1.998 -0.394 -0.765 0.42 -0.13 0.12
O 2.412 -2.275 -1.785 -0.40 0.63 0.42
H 1.935 -2.197 -0.945 0.11 -0.51 -0.08
H 2.533 -1.324 -1.928 0.26 -0.07 -0.30
```
Positions in Å, forces in eV/Å.

Properties
* energy relative to the best compared isomer or geometry (same formula, charge and spin): 1.4245 eV


We obtain Kohn-Sham gap values of 0.354; 0.174; 0.279; 0.358 Ha for the records listed above, in that order.
We obtain HOMO values of -11.639; -2.545; -4.019; -9.030 eV for the records listed above, in that order.